# 1
Entry from the Open Molecules 2025 dataset: a structure of composition C12H26BiN4O7 in a non-equilibrium geometry (ωB97M-V with the def2-TZVPD basis set).

The net charge is +1. The calculation puts the highest occupied orbital energy (alpha / beta) at -11.7 / -11.5 eV. As for the spin multiplicity: 1. The energy relative to the best compared isomer or geometry (same formula, charge and spin) is 0.0000 eV.

Structure (XYZ):
```
50
Properties=species:S:1:pos:R:3:forces:R:3
O 0.154749 -1.161942 -2.951347 1.4 -0.5 0.8
H 0.037145 -1.703993 -3.723815 -0.3 -0.4 -0.2
Bi -0.073830 0.122583 -1.043457 -0.9 0.1 -1.6
N 1.881077 -1.612466 -0.467609 1.9 0.0 -1.6
N -0.515444 -1.966891 0.197927 -1.7 -0.3 1.7
N 0.496476 2.487865 -0.495003 0.7 2.1 1.7
N -1.369133 1.328084 0.830063 0.4 2.1 1.8
O 2.926982 -1.213514 -1.005804 -1.8 -1.2 1.4
O 1.798154 2.996638 -0.759594 -1.1 -0.1 -0.2
O -2.233735 0.635807 1.666086 0.3 -0.1 -0.9
O -1.478863 -2.019571 1.044554 1.9 -0.6 -1.9
C 0.088723 -3.108201 -0.293987 0.8 0.7 0.0
C 1.372550 -2.866790 -0.842803 -0.6 0.6 0.8
C -0.097994 3.245745 0.422017 2.0 -1.0 -2.6
C -1.167441 2.610991 1.163436 -1.8 -3.0 -0.8
C 2.101450 -3.702478 -1.801596 0.2 -0.6 -0.5
H 1.994293 -3.266081 -2.807263 0.1 0.0 0.3
H 1.682040 -4.710894 -1.843154 0.1 0.2 0.0
H 3.169504 -3.778067 -1.562007 -0.2 0.2 0.0
C -0.603002 -4.409755 -0.393971 -0.1 -0.7 -0.2
H -1.543385 -4.299213 -0.943953 0.0 0.1 0.2
H -0.805919 -4.879231 0.575259 -0.1 0.4 0.0
H 0.007909 -5.120428 -0.959278 -0.2 0.2 0.2
C 0.465613 4.591251 0.711063 0.2 0.5 0.6
C -1.959714 3.394769 2.164480 0.1 -0.1 0.3
H 1.171214 4.886261 -0.068605 -0.2 -0.1 0.3
H 0.999547 4.585999 1.670879 0.0 -0.1 -0.2
H -0.280060 5.382309 0.802230 -0.3 -0.3 0.0
H -2.576156 2.755337 2.803111 0.1 0.1 -0.3
H -2.601088 4.108568 1.627764 0.1 -0.2 0.1
H -1.299435 3.996257 2.808407 -0.1 -0.2 -0.2
H 2.291205 2.326494 -1.252513 -0.4 -0.3 -0.3
H -2.059777 -0.325266 1.449739 -0.2 0.8 0.2
C -1.989235 0.202327 -2.371252 0.7 0.6 0.1
H -1.550177 -0.233621 -3.300249 -0.7 0.6 1.0
H -2.295967 1.248253 -2.471842 -0.3 -0.3 0.1
H -2.736463 -0.441769 -1.911865 -0.1 0.2 0.0
O 1.819014 0.699044 -3.470020 -0.6 0.0 0.5
H 1.381666 -0.210763 -3.409703 0.2 0.6 0.0
H 1.091834 1.218271 -3.845834 0.4 0.0 -0.2
C 0.810718 -1.382560 4.288700 0.6 -0.2 -0.4
C 0.535668 -0.112715 3.522015 -0.2 0.9 -1.0
C -0.320296 0.863864 4.287779 0.0 0.4 0.2
O 0.908579 0.138658 2.372184 -0.3 -0.8 1.5
H 0.633620 -1.259209 5.357325 0.0 0.0 -0.2
H 1.866465 -1.670313 4.141852 -0.6 -0.2 -0.1
H 0.116751 -2.156800 3.929034 0.4 0.0 0.0
H -0.029082 1.904459 4.104769 0.0 -0.2 -0.1
H -1.374843 0.746732 4.005702 0.2 -0.1 0.0
H -0.227909 0.650064 5.348751 -0.2 0.2 0.1
```
Forces are in eV/Å.

---

# 2
Entry from the Open Molecules 2025 dataset: a structure of composition C12H26BrGaN3O4 in a non-equilibrium geometry (ωB97M-V with the def2-TZVPD basis set).

The net charge is -1. The calculation puts the highest occupied orbital energy at -5.4 eV. As for the spin multiplicity: 1.

Structure (XYZ):
```
47
Properties=species:S:1:pos:R:3:forces:R:3
C 0.129998 -2.003108 2.896262 1.4 -1.0 0.2
O -0.492617 -2.528283 1.671334 -1.6 1.3 1.4
C -1.858484 -2.021009 1.472228 -1.1 0.4 -0.5
C -2.072279 -0.433745 1.821857 -0.5 0.4 0.0
C -1.055972 0.590969 1.043808 -0.3 0.7 -0.6
C -0.811343 0.145932 -0.535874 -0.1 -1.0 1.0
Ga -0.365356 1.777761 -1.765415 -0.5 -0.2 1.6
Br 1.756515 2.857888 -1.135592 -0.4 -0.2 -0.1
O -0.081395 1.101600 -3.546015 5.7 -3.7 0.9
C 1.172705 0.292531 -3.386850 5.0 -1.9 -1.7
N 2.334264 -0.322118 -3.439449 -10.4 5.2 0.5
H 0.858503 -2.861801 3.293054 -1.6 2.0 -1.0
H 0.801270 -1.094223 2.580640 -1.4 -1.5 1.0
H -0.608653 -1.782215 3.776509 1.2 -0.2 -1.8
H -2.143773 -2.218661 0.331082 0.9 0.5 2.5
H -2.666007 -2.623150 2.107108 1.8 1.0 -1.0
H -3.178449 -0.136480 1.487268 2.3 -0.8 0.6
H -2.058253 -0.241982 2.999565 0.1 -0.5 -2.5
H -1.578664 1.661901 0.995550 1.0 -2.2 0.3
H -0.040758 0.774168 1.628680 -2.1 -0.6 -1.3
H -1.814017 -0.351593 -0.921131 1.9 1.0 0.7
H 0.008096 -0.692139 -0.572489 -1.5 1.5 0.1
H -1.483905 2.915113 -1.679364 0.2 -0.2 -0.3
C -1.436320 1.911701 -6.197252 0.0 0.0 -0.1
O -2.360846 2.564386 -5.730494 0.4 -0.4 -0.8
N -1.254455 1.624018 -7.533122 -0.1 0.2 0.9
C -0.130598 0.842829 -8.005564 -0.2 0.2 0.0
C -2.216866 2.118003 -8.495513 -0.1 0.1 0.3
H -0.647814 1.488446 -5.553113 -0.1 0.1 -0.1
H 0.450910 1.448353 -8.706586 0.1 -0.2 0.0
H -0.508814 -0.048162 -8.515018 0.2 -0.1 0.0
H 0.512798 0.536307 -7.176339 -0.2 0.1 -0.1
H -2.250766 3.210180 -8.436740 -0.2 -0.1 -0.1
H -3.205689 1.721165 -8.246123 0.0 0.2 -0.2
H -1.942124 1.812171 -9.508627 0.0 0.0 0.2
C 3.071212 -1.229529 5.348372 -0.4 -0.5 0.2
O 2.858887 -2.222731 4.664941 0.1 0.7 0.9
N 2.578681 -1.011256 6.617293 0.6 0.0 -1.1
C 2.877593 0.194284 7.361494 -0.1 -0.2 0.0
C 1.735648 -2.018493 7.226570 0.0 -0.2 -0.3
H 3.699890 -0.401599 4.980822 -0.1 0.0 0.1
H 3.385871 -0.080550 8.290128 0.0 0.2 0.0
H 1.940157 0.707990 7.593391 0.2 0.1 0.1
H 3.520959 0.864293 6.784692 -0.1 -0.2 0.0
H 2.292739 -2.958210 7.290106 -0.2 0.0 0.1
H 0.854268 -2.173626 6.596848 0.0 -0.1 0.2
H 1.423250 -1.707323 8.227067 0.1 0.0 -0.2
```
Forces are in eV/Å.

---

# 3
Entry from the Open Molecules 2025 dataset: a structure of composition C12H26Cl2NPSTi in a non-equilibrium geometry (ωB97M-V with the def2-TZVPD basis set).

The net charge is -1. The calculation puts the highest occupied orbital energy (alpha / beta) at -2.7 / -2.7 eV. As for the spin multiplicity: 2. The energy relative to the best compared isomer or geometry (same formula, charge and spin) is 0.0000 eV.

Structure (XYZ):
```
44
Properties=species:S:1:pos:R:3:forces:R:3
Ti -1.413522 0.758255 -1.415576 0.5 -0.8 1.2
Cl -1.414095 -1.374645 -2.123859 -0.2 -1.8 -0.8
Cl -1.549909 3.014125 -1.486935 -0.2 2.3 -0.2
H 0.418142 1.261587 -2.159045 0.0 -1.4 -0.6
H 0.420551 0.446979 -2.158775 0.0 1.4 -0.8
P -3.244044 1.219214 -3.588074 -0.9 0.2 -1.0
C -4.439380 -0.132923 -4.172117 0.4 0.2 0.2
C -4.456466 2.639470 -3.622116 0.2 0.0 -0.1
C -2.303045 1.497762 -5.190625 -0.1 -0.4 0.4
C -4.946139 -0.920356 -2.963673 0.0 -0.4 0.1
H -3.749789 -0.765361 -4.762066 -0.4 0.0 0.3
C -5.644187 0.237193 -5.052872 0.1 -0.1 0.0
H -6.409081 0.790048 -4.489101 0.1 -0.3 -0.1
H -6.081747 -0.704512 -5.420342 -0.1 0.3 0.1
H -5.387829 0.853727 -5.916562 -0.1 -0.2 0.1
H -4.133424 -1.246267 -2.314396 0.1 0.0 -0.1
H -5.461606 -1.820924 -3.314375 -0.1 0.0 0.1
H -5.653477 -0.354143 -2.346755 0.1 0.0 -0.2
H -1.938661 0.470712 -5.372532 0.1 0.3 -0.1
C -1.109908 2.421140 -4.968317 0.2 0.1 -0.1
C -3.101585 1.945765 -6.419493 -0.1 -0.3 0.1
H -3.780643 1.157649 -6.758666 0.3 0.1 -0.1
H -2.386593 2.162617 -7.224812 -0.3 0.1 0.0
H -3.725671 2.825224 -6.220711 0.3 0.0 -0.1
H -0.469512 2.095133 -4.146072 -0.1 0.0 -0.1
H -1.429788 3.448320 -4.743428 0.2 -0.3 -0.1
H -0.503794 2.425460 -5.882686 0.0 0.1 0.1
C -5.357723 2.558340 -2.393032 -0.2 0.1 0.3
H -5.046214 2.462266 -4.537483 0.1 0.3 0.5
C -3.817148 4.027231 -3.705207 0.1 0.2 0.4
H -5.983379 1.656758 -2.379750 0.0 0.3 -0.1
H -5.987886 3.455650 -2.346561 -0.1 -0.2 -0.1
H -4.779514 2.557944 -1.462523 0.1 0.0 -0.2
H -3.049194 4.141033 -2.938963 0.0 -0.1 -0.1
H -4.570502 4.787149 -3.467474 -0.1 0.0 -0.3
H -3.348867 4.248791 -4.668917 -0.3 0.0 0.1
S 1.370099 -0.036945 0.296717 0.8 -0.3 -0.3
C 0.467001 -0.672922 1.616612 -1.6 0.4 1.4
C -0.808088 -0.139413 1.673310 1.5 -1.2 -0.5
N -1.135073 0.593225 0.540306 0.0 1.2 0.7
C 0.056430 1.105430 -0.031233 -0.5 0.4 0.0
H 0.938168 -1.323234 2.340562 -0.2 0.0 0.0
H -1.515988 -0.280214 2.495797 0.1 -0.2 -0.4
H 0.343516 2.156430 0.070826 0.0 -0.1 0.5
```
Forces are in eV/Å.

---

# 4
Entry from the Open Molecules 2025 dataset: a cluster of 5 separate species, C12H26Cl6N2O2 in total in a non-equilibrium geometry (ωB97M-V with the def2-TZVPD basis set).

Its SMILES is CN(C)C=O.CN(C)C=O.ClCCCl.ClCCCl.ClCCCl. The calculation puts the highest occupied orbital energy at -9.0 eV. As for the spin multiplicity: 1. The energy relative to the best compared isomer or geometry (same formula, charge and spin) is 0.9726 eV.

Structure (XYZ):
```
48
Properties=species:S:1:pos:R:3:forces:R:3
C 3.309193 -2.567851 -2.496289 1.6 -0.7 -0.8
N 3.920818 -1.855615 -3.620503 -1.0 0.2 -0.3
C 5.189481 -1.219313 -3.394430 0.8 -0.1 0.8
C 3.167449 -1.532346 -4.701517 0.4 0.1 0.1
O 3.510463 -0.780922 -5.591155 -0.1 -0.1 -0.1
H 3.491262 -2.004697 -1.590581 -0.3 0.0 0.2
H 3.848033 -3.522450 -2.463244 -0.1 0.0 0.6
H 2.267214 -2.830359 -2.640068 -0.1 0.5 -0.1
H 5.681316 -0.875431 -4.297555 -0.5 0.1 -0.2
H 5.106668 -0.411924 -2.659335 -0.2 0.3 -0.3
H 5.902138 -1.904598 -2.922000 -0.2 -0.3 -0.1
H 2.205564 -2.069722 -4.700929 -0.1 0.1 0.0
C -4.520416 0.588283 2.238149 0.3 0.8 -0.7
N -3.285435 1.371695 2.287855 -0.4 -0.5 0.3
C -3.427760 2.713189 2.851897 -0.1 -0.8 -0.1
C -2.119253 0.875631 1.860666 0.1 0.8 0.2
O -1.058849 1.492957 1.918839 -0.1 -0.5 -0.3
H -4.368627 -0.422527 1.867802 0.3 -0.1 0.2
H -5.146838 1.082642 1.489150 -0.4 -0.1 0.3
H -4.989848 0.587168 3.219496 -0.1 -0.1 0.0
H -2.486060 3.243781 2.782159 0.0 0.1 -0.1
H -4.240575 3.191430 2.305744 0.1 0.4 0.0
H -3.724919 2.618452 3.897191 0.0 0.1 0.1
H -2.243655 -0.129096 1.427728 0.3 -0.1 0.0
Cl 1.800436 -3.181453 0.221667 -0.2 0.1 0.1
C 0.473503 -1.998585 0.059333 0.0 0.6 -0.2
C 0.897560 -0.551084 0.228102 -0.1 0.1 1.0
Cl 1.534727 0.161119 -1.253127 0.1 0.2 -0.5
H -0.293735 -2.258222 0.785088 0.1 0.0 0.1
H 0.029744 -2.040827 -0.934955 0.1 -0.5 0.0
H 1.659907 -0.349612 0.979664 0.1 -0.5 0.0
H 0.039345 0.031987 0.570268 0.0 0.0 -0.4
Cl 0.963765 -1.652063 5.069814 0.3 0.1 0.2
C 0.463219 -0.271673 4.072017 -0.9 -0.1 -0.8
C 1.565343 0.682082 3.668788 0.2 -1.3 0.2
Cl 2.233912 1.454073 5.099316 0.2 0.6 0.4
H -0.372335 0.217980 4.567338 0.2 0.1 0.1
H 0.054998 -0.743889 3.175299 0.1 0.2 -0.1
H 1.229367 1.410325 2.936614 -0.1 0.0 0.1
H 2.364579 0.050153 3.276946 0.1 0.3 -0.3
Cl -2.119878 -0.137923 -1.552975 -0.2 -0.5 0.1
C -2.056160 1.602655 -1.889820 0.1 0.0 0.2
C -2.934790 1.988760 -3.052925 0.0 -0.2 -0.5
Cl -4.633073 1.476391 -2.864546 -0.1 0.2 0.3
H -0.999563 1.786328 -2.077916 -0.1 0.3 -0.2
H -2.334568 2.114298 -0.970224 -0.1 0.0 -0.1
H -2.639150 1.504610 -3.980532 0.3 0.0 0.1
H -2.914516 3.066193 -3.202301 0.0 0.0 0.1
```
Forces are in eV/Å.

---

# 5
Entry from the Open Molecules 2025 dataset: a cluster of 2 separate species, C12H26N2O5 in total in a non-equilibrium geometry (ωB97M-V with the def2-TZVPD basis set).

Its SMILES is N[C@H]1C[C@@H](CCO)C(=O)N1.COCCOCCOC. The calculation puts the highest occupied orbital energy at -8.9 eV. As for the spin multiplicity: 1.

Structure (XYZ):
```
45
Properties=species:S:1:pos:R:3:forces:R:3
N -4.271170 -1.490534 3.793714 0.2 1.1 -0.1
C -3.386642 -0.446709 3.201792 2.2 0.2 3.0
C -2.074041 -0.335839 4.166996 0.0 0.3 -2.7
C -1.109627 0.433532 3.106858 1.2 -1.8 1.3
C 0.301108 0.567662 3.853965 -0.2 1.7 -0.1
C 0.431606 2.127257 4.305105 -0.2 -1.5 -1.1
O -0.789045 2.480413 5.014056 0.6 0.5 -0.6
C -1.293403 -0.598696 1.903657 0.7 -0.4 0.0
O -0.484604 -1.198947 1.188758 -2.7 2.0 2.2
N -2.797992 -0.712119 1.831546 0.1 1.1 0.3
H -3.647612 -2.097680 4.347734 -0.7 0.2 -0.4
H -4.851075 -0.977136 4.484220 0.4 -0.7 -0.6
H -3.812115 0.611080 3.314139 -0.1 -1.7 -0.7
H -2.211585 0.136764 5.187904 0.1 -0.4 -1.5
H -1.585649 -1.378517 4.239249 -0.8 1.4 0.2
H -1.542990 1.399614 2.692019 0.6 -0.9 0.8
H 0.239276 -0.053929 4.808904 0.4 0.7 -1.4
H 1.207952 0.327860 3.213405 -1.2 0.0 0.8
H 1.368155 2.262101 4.937183 -1.5 0.0 -0.5
H 0.536776 2.729937 3.346200 -0.1 -0.5 1.2
H -1.444345 2.851389 4.383631 0.9 -0.4 0.6
H -3.002778 0.208978 1.396778 -0.1 -1.1 -0.6
C 3.877791 0.335263 -4.549189 0.1 -0.3 0.2
O 3.171770 -0.031366 -3.375104 -0.1 0.5 -0.2
C 2.560742 1.041795 -2.679129 0.0 -0.1 0.1
C 1.024423 1.041271 -2.659608 -0.2 -0.2 0.3
O 0.296130 0.931304 -3.874320 0.1 0.0 0.0
C 0.529339 -0.187845 -4.720086 0.2 0.1 -0.3
C 0.285676 -1.602419 -4.195023 -0.1 -0.2 0.2
O 1.059501 -1.981515 -3.070950 -0.5 0.2 0.0
C 0.342950 -2.135536 -1.855753 0.3 -0.2 0.1
H 4.949647 0.218937 -4.372201 0.1 0.1 0.0
H 3.608455 -0.351618 -5.354492 0.0 0.0 0.0
H 3.667502 1.358084 -4.873604 0.0 0.0 0.1
H 2.931177 2.004783 -3.041319 0.0 0.0 -0.2
H 2.896719 0.964963 -1.636117 -0.2 0.1 0.0
H 0.720460 2.000694 -2.224209 0.1 0.0 -0.2
H 0.644882 0.305636 -1.954025 0.2 -0.3 0.0
H 1.519624 -0.097406 -5.155559 0.2 -0.2 0.1
H -0.146983 -0.047435 -5.569546 -0.2 0.0 0.2
H 0.554300 -2.301443 -4.995638 0.0 0.2 -0.2
H -0.786619 -1.764601 -4.008396 0.1 0.2 0.1
H -0.687248 -1.769058 -1.917955 0.1 0.0 0.0
H 0.861852 -1.588342 -1.067889 -0.1 0.0 0.0
H 0.337710 -3.190629 -1.567701 -0.1 0.0 0.0
```
Forces are in eV/Å.

---

# 6
Entry from the Open Molecules 2025 dataset: a structure of composition C12H27BKN4OTa in a non-equilibrium geometry (ωB97M-V with the def2-TZVPD basis set).

The net charge is +2. The calculation puts the highest occupied orbital energy at -16.2 eV. As for the spin multiplicity: 1. The energy relative to the best compared isomer or geometry (same formula, charge and spin) is 0.0000 eV.

Structure (XYZ):
```
47
Properties=species:S:1:pos:R:3:forces:R:3
N 1.907127 -0.156214 -1.030637 -0.7 -0.3 0.6
C 2.797793 0.239773 -1.772809 2.3 1.5 -1.4
O 3.658849 0.673848 -2.445991 -2.5 -1.4 1.7
K 0.813474 -3.558509 0.804353 0.8 -1.8 0.3
Ta 0.574528 -0.228415 0.393078 0.6 1.8 -1.7
N -0.707305 -1.709388 0.044333 -0.6 1.5 0.0
N -0.037484 1.609841 0.613126 0.4 -1.5 0.8
C -1.433846 -2.005412 -1.249053 -0.3 -0.2 0.3
C 0.042260 2.799198 -0.256270 0.0 0.6 -0.3
C -2.074382 -3.399068 -1.152568 -0.1 0.0 -0.1
C -2.525862 -0.955346 -1.467403 -0.2 0.0 -0.2
C -0.420537 -1.973216 -2.380398 0.1 -0.2 -0.5
C 1.441009 3.393810 -0.102908 0.2 0.1 0.0
C -1.004380 3.830831 0.162954 -0.1 0.1 -0.1
C -0.197560 2.386405 -1.698744 -0.2 0.2 -0.3
H -1.332581 -4.202550 -0.994681 -0.2 0.3 -0.1
H -2.576532 -3.615443 -2.107768 0.1 0.0 0.4
H -2.836145 -3.449257 -0.360994 0.2 0.0 -0.2
H -3.259422 -0.962890 -0.650169 0.1 0.0 -0.4
H -3.056704 -1.178674 -2.409195 0.2 0.2 0.4
H -2.109651 0.060130 -1.540157 0.0 -0.3 0.0
H 0.089313 -1.002925 -2.472172 -0.3 -0.3 0.0
H -0.950258 -2.164246 -3.329198 0.3 0.1 0.3
H 0.349484 -2.756927 -2.275834 -0.2 0.2 0.0
H 1.635060 3.660951 0.942823 0.1 0.1 -0.3
H 1.520704 4.297860 -0.723381 0.1 -0.2 0.3
H 2.212220 2.681836 -0.424999 -0.1 0.2 0.0
H -0.784017 4.263149 1.145530 -0.1 -0.1 -0.2
H -2.004779 3.384392 0.179255 0.1 0.1 0.0
H -1.002425 4.649093 -0.569216 0.0 -0.2 0.2
H -0.136512 3.289371 -2.325431 0.0 -0.4 0.1
H -1.201846 1.957486 -1.822356 0.2 0.1 0.0
H 0.554156 1.677183 -2.064816 -0.2 0.2 0.0
C -1.533789 -1.793582 1.293281 -0.2 -0.1 -0.6
H -1.110211 -1.129028 2.074804 -0.2 -0.2 0.0
H -2.567741 -1.481055 1.082163 0.4 0.0 0.3
H -1.577152 -2.825877 1.705283 0.1 0.6 -0.1
C -0.155830 1.880241 2.074425 -0.5 0.2 -0.2
H 0.236056 1.032425 2.661100 0.0 0.0 0.1
H 0.427053 2.772749 2.347465 0.0 -0.5 0.0
H -1.206843 2.042806 2.362284 0.4 -0.1 -0.1
B 3.626952 -2.237166 3.241357 0.4 -0.3 0.4
C 2.551398 -1.576664 2.452043 -1.0 0.9 -1.1
N 1.706883 -1.067810 1.758450 1.5 -1.0 2.1
H 3.628090 -1.680038 4.331724 -0.1 -0.2 -0.3
H 4.673002 -2.033968 2.636447 -0.4 0.0 0.0
H 3.358383 -3.439711 3.320870 -0.1 0.5 -0.1
```
Forces are in eV/Å.